A cluster of 8 separate species, C21H58O8 in total at a distorted geometry. Source: OMol25; level of theory: the ωB97M-V functional and the def2-TZVPD basis.

```
87
Properties=species:S:1:pos:R:3:forces:R:3:mulliken_charge:R:1
O -0.71112 -0.59408 -0.09625 0.003 -0.017 0.320 -0.627
O 2.44580 -5.55745 -2.80149 -0.816 1.076 -1.006 -0.509
O 5.46455 0.67590 3.45844 1.249 -0.457 -0.147 -0.540
O -1.48640 2.34178 -3.45351 0.628 0.227 0.248 -0.472
O -1.81902 5.14285 0.47641 0.784 0.214 -2.281 -0.541
O -2.18319 -4.19207 -2.56321 0.760 1.184 0.029 -0.505
O 2.43133 4.93018 -3.86560 -0.333 0.500 -0.515 -0.481
O -3.18098 -0.55168 4.54971 -0.262 0.229 0.884 -0.580
C -2.57269 2.01613 -4.28604 -0.852 -0.263 0.266 0.765
C -1.05956 5.42387 2.68878 0.879 -0.193 0.261 -1.310
C -3.14838 -5.71018 -0.98502 0.805 -0.981 -0.187 -1.131
C -3.16451 -6.10911 -3.53048 -0.251 0.089 1.018 -1.198
C -1.86591 4.55774 1.71816 -0.184 -0.161 1.734 0.631
C 4.17897 0.14765 3.57640 -1.441 0.896 -0.311 0.520
C 4.40810 -6.43229 -2.00301 0.681 -0.903 0.646 -1.207
C -2.45842 -2.51418 5.69605 -0.924 -1.030 0.431 -1.293
C 3.85536 6.71269 -2.97553 -0.043 -1.199 0.104 -1.256
C 3.32037 -5.44060 -1.73673 0.141 -0.864 2.500 0.444
C 3.86919 -0.81144 2.43123 -0.092 0.207 -0.327 -1.303
C 3.70030 5.20816 -3.31480 -0.054 -0.708 2.348 0.542
C 3.72476 4.28212 -2.03126 0.665 -0.369 -0.281 -1.312
C -3.31475 4.46064 2.06181 -1.359 -0.335 1.199 -1.389
C 2.56402 -5.77213 -0.42951 -0.331 0.644 -0.422 -1.321
C 3.21525 1.38245 3.58616 -0.310 -1.999 -0.297 -1.113
C -2.70581 3.05789 -5.40163 -0.690 0.144 0.322 -1.440
C -3.21956 -5.07910 -2.35670 -1.362 -1.314 -0.429 0.346
C -3.78227 1.79192 -3.36520 -0.408 0.897 -0.713 -1.308
C -3.29976 -0.44693 7.00657 -0.150 -0.551 -1.553 -1.263
C -2.55956 -1.02488 5.77855 0.312 0.656 -0.802 0.664
H -3.87145 -6.92128 -3.36102 -0.282 0.137 -0.367 0.354
H -0.89479 2.88207 -3.98236 0.338 0.014 0.176 0.256
H 5.56618 1.33398 4.14995 0.124 0.034 0.004 0.329
H -3.40833 -2.94530 5.37995 -0.328 0.197 0.016 0.333
H -3.66290 0.92858 -2.71061 0.078 0.036 -0.172 0.302
H -4.17695 -4.56008 -2.31090 0.035 0.468 -0.836 0.277
H -3.82657 5.38801 1.80465 0.115 0.137 0.110 0.344
H 3.91753 -7.40230 -2.08374 0.026 -0.123 -0.101 0.321
H 4.85207 6.95808 -2.60883 0.110 -0.135 -0.192 0.322
H 3.24308 1.84581 2.59993 0.124 0.192 0.121 0.294
H 4.04101 -0.46675 4.46610 0.184 0.265 0.578 0.169
H -3.33554 0.63445 6.87455 0.176 -0.010 0.431 0.307
H -1.30904 4.50091 -0.02302 -0.003 0.554 -0.793 0.326
H 3.90770 3.23503 -2.27255 0.329 -0.002 -0.584 0.349
H 4.96241 -6.28134 -2.92933 -0.006 0.292 -0.003 0.345
H 2.86088 -1.22115 2.49068 -0.173 0.237 0.318 0.368
H -1.44093 -4.76770 -2.76144 0.508 0.292 -0.031 0.329
H 2.95953 -5.11235 -3.47940 -0.554 -0.109 -0.828 0.336
H -3.29989 -5.01170 -0.16206 -0.006 0.042 -0.191 0.299
H -2.60595 -0.80940 3.82547 0.031 -0.014 -0.102 0.309
H -0.88292 5.00580 3.67980 -0.737 -0.142 0.196 0.366
H -3.48692 4.24477 3.11626 0.164 0.286 0.278 0.342
H -3.82722 -6.55924 -0.90539 -0.250 0.139 0.113 0.361
H 4.50926 -1.69371 2.42583 0.347 0.242 0.012 0.316
H -2.19281 -6.60217 -3.55864 0.315 0.034 0.277 0.328
H -1.76005 -2.88438 4.94549 0.396 0.206 0.264 0.350
H -1.54234 -0.63514 5.74021 0.205 0.239 0.431 0.147
H 3.16961 6.93485 -2.15792 -0.234 0.285 -0.268 0.325
H -4.02650 2.66707 -2.76308 0.435 0.129 0.194 0.324
H -0.02590 5.53041 2.35972 0.031 -0.012 -0.603 0.320
H -4.33027 -0.79944 6.96323 -0.107 -0.062 0.123 0.320
H 2.05939 -6.73760 -0.46592 0.412 -0.230 0.067 0.344
H 3.91597 -0.29937 1.47014 0.261 -0.021 -0.088 0.315
H 4.48285 4.51518 -1.28354 0.203 0.405 -0.224 0.338
H 3.40824 2.09854 4.38495 0.095 -0.097 -0.034 0.398
H -0.56990 0.22099 -0.57785 -0.009 0.251 -0.161 0.311
H 2.80219 4.14994 -1.46603 -0.448 0.970 -0.358 0.309
H 2.30579 5.62680 -4.51410 -0.456 -0.065 -0.321 0.274
H 5.10599 -6.52340 -1.17070 0.211 0.168 -0.030 0.347
H -1.45127 3.55300 1.63643 0.237 -0.164 0.430 0.284
H -3.57293 2.89429 -6.04150 0.132 -0.438 -0.163 0.374
H 4.45658 4.88727 -4.03115 0.326 -0.006 0.125 0.188
H 3.65528 7.28072 -3.88405 -0.098 0.308 0.165 0.402
H 3.70526 -4.43572 -1.56301 0.082 0.347 -0.501 0.219
H -3.88649 3.66014 1.59234 0.427 -0.073 -0.595 0.314
H -2.29531 -2.94595 6.68350 0.541 -0.137 -0.054 0.330
H -4.67036 1.69521 -3.98976 -0.079 -0.537 -0.055 0.365
H -1.80111 3.09310 -6.00858 -0.003 -0.140 -0.096 0.390
H -2.14768 -6.13826 -0.92640 0.215 -0.090 0.476 0.225
H -2.88686 4.06462 -5.02509 0.218 0.053 0.427 0.373
H -1.43212 6.44541 2.76452 -0.360 -0.132 0.036 0.309
H 2.23223 0.92744 3.70756 -0.384 0.503 0.158 0.248
H -2.40307 1.03754 -4.73516 0.263 -0.131 -0.352 0.075
H -0.57364 -1.28355 -0.74583 -0.037 -0.236 -0.182 0.315
H -2.85500 -0.78867 7.94118 0.116 0.287 -0.095 0.374
H -3.25955 -5.62845 -4.50415 -0.419 0.022 0.140 0.314
H 1.75898 -5.05174 -0.28441 -0.100 0.186 -0.226 0.301
H 3.18801 -5.62950 0.45275 0.211 -0.473 -0.095 0.380
```
Positions in Å, forces in eV/Å.

Values from the calculation:
- HOMO energy (Ha) = -0.3666
- energy relative to the best compared isomer or geometry (same formula, charge and spin) (kcal/mol) = 67.20
- total charge = 0
- E (eV) = -39095.276
- orbital gap (Ha) = 0.37664
- SMILES string = CC(C)O.CC(C)O.CC(C)O.CC(C)O.CC(C)O.CC(C)O.CC(C)O.O

---

A cluster of 7 separate species, C21H61N4O9 in total at a distorted geometry. Source: OMol25; level of theory: the ωB97M-V functional and the def2-TZVPD basis.

```
95
Properties=species:S:1:pos:R:3:forces:R:3:mulliken_charge:R:1
O -0.93427 2.95963 -1.88169 0.755 0.292 -0.489 0.067
O 2.16940 0.56571 -1.93023 -0.314 2.558 0.286 -0.265
O 3.17909 4.18788 0.00252 -0.246 -0.367 -1.211 -0.437
O -0.57557 -8.13816 -1.09408 -0.453 -0.937 -0.670 -0.298
O -3.52523 -0.12935 1.06777 -1.064 -0.181 0.463 -0.621
O -2.43355 2.92779 4.19368 -0.676 -0.233 1.780 -0.484
O 2.07996 2.45855 3.22793 0.072 0.212 -0.288 -0.387
O 3.31960 -1.90369 1.35719 1.588 -4.228 1.832 -0.577
O -1.27709 -1.06678 -1.72342 1.851 -0.746 -5.125 -0.184
N -0.02948 -0.80227 0.43341 1.499 -2.741 0.323 1.686
N 0.86124 2.10123 0.27023 1.635 0.711 3.365 1.045
N -1.74094 3.75166 0.66104 -2.412 -6.389 0.906 0.201
N -0.28940 -4.52981 -1.87280 2.405 -2.227 1.442 -0.178
C 4.62555 -2.05541 0.71539 -3.700 2.738 1.469 -0.781
C -0.58498 2.72950 -3.22604 -1.712 0.775 -0.959 -1.146
C -0.78614 -3.39469 -1.20738 -3.201 2.258 -1.559 -0.575
C -4.69666 -0.16778 0.17662 4.688 3.195 2.917 -1.143
C -1.78535 2.33817 5.34153 0.130 -1.271 -0.584 -0.587
C -2.53900 3.62808 1.86024 0.721 -1.704 0.380 -0.962
C -2.27239 -0.10927 0.31073 -3.246 -1.138 2.838 0.661
C -0.30995 -7.02683 -1.89847 0.605 1.490 0.639 -0.232
C -1.13680 -0.63732 1.31659 -4.615 -6.456 -10.106 -2.098
C 1.91342 1.97060 4.53797 -1.318 0.664 1.947 -0.776
C -1.62021 3.11705 3.06540 -4.928 -2.014 -0.963 -0.265
C -1.78126 4.08414 -1.69233 -4.777 -7.296 0.748 -1.607
C -0.56875 -2.23997 -2.30836 -0.579 -0.297 3.523 -1.150
C -2.63178 3.77791 -0.43745 0.462 4.249 -0.946 -0.572
C -0.81526 -5.74246 -1.15832 -2.755 -0.607 -2.605 -0.662
C 1.00700 -1.41129 1.35513 2.444 6.233 -5.487 -1.418
C 4.53734 4.11336 -0.49667 -0.235 -3.335 1.677 -0.662
C -1.19769 0.04023 -2.70264 -7.275 -2.715 1.012 -0.303
C -0.27387 -9.41196 -1.72497 -0.584 2.460 -2.614 -0.661
C 2.38437 -1.29252 0.56951 -2.342 -1.497 5.866 -0.756
C 3.02628 1.62109 -2.51565 -10.741 1.152 -6.407 -1.097
H -3.35128 4.69602 -0.20621 0.645 -1.816 -1.077 0.455
H 4.67000 -0.99822 0.55096 1.768 0.472 -2.000 0.324
H -1.55142 -1.61819 1.70868 0.393 0.994 -0.167 0.105
H -0.99653 -2.58772 -3.17817 -1.846 -0.498 -1.873 0.681
H -0.63527 -5.67465 -0.13316 0.831 -0.369 1.835 0.423
H 1.41863 2.42777 -0.46160 1.880 1.362 -1.117 0.117
H -3.15611 2.86504 -0.51544 -0.705 -0.878 -0.343 0.052
H 1.03467 -0.67133 2.09255 0.225 0.049 2.188 0.536
H 2.82984 4.94646 -0.46174 -0.550 0.368 0.162 0.264
H -1.49866 -0.29400 -3.76531 0.301 0.601 1.698 0.163
H -0.31589 0.40822 -2.65474 6.085 1.635 0.112 -0.317
H 1.43341 1.37997 0.77379 -0.937 0.611 -0.508 -0.158
H -0.35323 -10.09005 -0.93816 0.184 -1.441 0.897 0.260
H 2.25552 -0.21073 -2.44724 0.204 -1.088 -0.788 0.163
H -0.04016 3.41321 -3.82295 1.634 1.585 0.569 0.343
H -2.00293 -3.52681 -0.87965 3.446 0.600 -1.133 0.251
H 0.85060 -6.97148 -1.90334 -1.662 0.211 -1.030 0.282
H -3.34397 2.96587 1.50109 0.216 -0.288 1.218 0.370
H -3.01827 4.58157 2.03995 -0.132 0.345 0.828 0.430
H 4.69223 4.53777 -1.49526 0.067 -0.479 0.347 0.336
H 2.96365 1.60087 -3.71359 0.581 0.007 2.837 0.280
H 4.67072 -2.84779 0.05913 -0.232 -1.019 -2.486 0.244
H 2.72180 2.63487 -2.17820 -0.557 -0.676 -0.264 0.187
H 1.00017 1.38841 4.69816 0.083 0.120 -0.722 0.181
H 0.79443 -4.44033 -1.62929 -2.702 -0.980 -1.007 0.375
H 5.31097 -2.28499 1.42145 1.995 -0.601 2.707 0.378
H 0.59837 2.90443 0.94024 -0.087 -1.776 -1.521 0.297
H 3.80309 1.48000 -2.09216 10.812 -1.734 4.218 0.700
H 0.17988 1.68115 -0.28940 -2.599 -1.143 -0.139 -0.547
H -1.12204 -0.01362 1.97695 1.269 7.082 7.759 1.433
H -2.59645 -0.85265 -0.35160 0.988 -0.890 -1.237 0.774
H -2.07332 -5.76614 -1.16660 3.334 0.315 -0.439 0.213
H 0.70390 -9.35776 -2.27341 -0.420 -0.242 0.962 0.277
H 2.85922 -0.42990 0.54896 0.560 5.581 -1.147 0.675
H -2.41336 4.17117 -2.53198 -1.261 -0.284 -1.194 0.532
H -5.50720 -0.19484 0.74278 -3.504 -0.271 2.772 0.440
H 2.99986 2.39282 2.92011 -0.452 0.033 0.618 0.240
H 4.90443 3.00267 -0.24614 -0.894 2.021 -1.650 0.145
H 2.26270 -1.67839 -0.31549 -0.545 -2.342 -5.232 0.651
H -1.03018 2.99114 5.87907 -0.391 -0.741 -1.149 0.248
H 2.68395 1.43212 4.95124 2.299 -2.338 -0.326 0.426
H -0.14010 1.79940 -3.26819 1.195 -1.089 -0.341 0.396
H -1.44263 1.27952 5.01350 0.317 1.738 0.563 0.192
H 0.86591 -2.36571 1.50021 -0.936 -4.984 1.776 0.730
H -1.09023 3.91785 3.25641 3.830 3.864 0.845 0.733
H -2.50576 2.07477 6.12681 -0.382 0.527 -0.527 0.307
H -1.30163 4.88695 -1.75174 4.445 7.014 0.647 0.887
H -1.07350 2.20646 2.95004 0.649 -0.548 -1.017 -0.135
H -1.25538 4.50902 0.64902 3.818 6.078 0.127 0.211
H 1.94720 2.62316 5.45207 -0.713 1.279 -1.445 0.317
H -1.01324 -9.62299 -2.57268 0.595 0.142 1.282 0.260
H -4.73831 -0.86779 -0.50912 0.440 -3.929 -3.340 0.434
H -2.33536 0.84265 -0.21519 1.410 0.389 0.172 -0.331
H -4.65996 0.76783 -0.26388 -0.371 2.014 -1.522 0.352
H -0.88537 -6.96169 -2.90161 1.442 -0.672 1.192 0.246
H 0.50550 -2.24991 -2.67561 -0.497 1.069 1.267 0.162
H -0.35262 -1.55619 -0.31539 1.285 2.957 2.641 -1.353
H 5.03749 4.55771 0.29716 1.782 1.731 0.650 0.346
H -1.42070 2.71926 -3.93558 -0.932 -0.552 0.627 0.427
H -0.22248 -3.13396 -0.33679 0.096 -0.233 0.991 0.492
H -1.85222 0.86869 -2.24614 0.517 -1.498 -1.165 0.315
```
Positions in Å, forces in eV/Å.

Values from the calculation:
- HOMO energy (Ha) = -0.4121
- energy relative to the best compared isomer or geometry (same formula, charge and spin) (kcal/mol) = 87.73
- total charge = +1
- E (eV) = -47129.379
- orbital gap (Ha) = 0.32916